[1]
Computed, not measured: C20H25N3O3 in the gas phase, with ωB97M-V/def2-TZVPD.

Values from the calculation:
M in g mol⁻¹: 355.4
Kohn-Sham gap in eV: 8.5
Total charge: 0
Relative energy (zero: lowest compared OMol25 entry of this formula, charge and spin) in kcal/mol: 21.0
HOMO energy in eV: -7.92
E in eV: -31760.083

The geometry in XYZ format:
```
51
C20H25N3O3 ωB97M-V/def2-TZVPD
C 5.33218 -1.67413 3.99898
C 4.42586 -2.50090 3.08393
C 3.72662 -3.60770 3.86756
O 3.40834 -1.69014 2.50819
C 3.75900 -0.99934 1.33230
C 3.66400 -1.86582 0.06750
C 2.31593 -2.58779 -0.03008
N 1.20349 -1.67172 -0.07775
C 0.60130 -1.32176 -1.23594
O 0.89379 -1.84692 -2.30178
C -0.42421 -0.27340 -1.07194
C -0.51972 0.63809 -0.04050
C -1.62190 1.45842 -0.32350
C -2.12534 2.57547 0.43297
O -1.64664 2.97798 1.48003
N -3.23284 3.19062 -0.13961
C -3.75963 4.33272 0.57954
C -3.83763 2.77287 -1.30938
C -4.96780 3.44844 -1.78503
C -5.60845 3.05458 -2.93921
C -5.14202 1.96420 -3.65734
C -4.02929 1.28457 -3.21548
C -3.34877 1.66536 -2.05381
C -2.18205 1.01842 -1.52688
N -1.43368 -0.02422 -1.97639
C -1.62915 -0.77745 -3.18740
H 6.10401 -2.30589 4.42981
H 4.74149 -1.23593 4.79934
H 5.81198 -0.87044 3.44495
H 5.03495 -2.95194 2.28620
H 4.45979 -4.24841 4.34909
H 3.08510 -3.16535 4.62465
H 3.11196 -4.20973 3.20340
H 4.76856 -0.57451 1.40736
H 3.05027 -0.16899 1.26363
H 3.80167 -1.22402 -0.80328
H 4.45540 -2.61713 0.06639
H 2.19013 -3.24046 0.83719
H 2.28363 -3.18114 -0.94667
H 0.95735 -1.20627 0.77944
H 0.12090 0.75387 0.81046
H -3.72252 5.23247 -0.03606
H -3.12181 4.47023 1.45279
H -4.78264 4.14936 0.91117
H -5.35985 4.29469 -1.24747
H -6.47815 3.59728 -3.27763
H -5.64617 1.64692 -4.55722
H -3.68973 0.43770 -3.78330
H -1.63454 -0.11004 -4.05033
H -0.79853 -1.47314 -3.29624
H -2.56466 -1.33958 -3.14666
```

[2]
Computed, not measured: 5 unconnected molecules or ions with the total composition C20H25N5 in a non-equilibrium geometry, with ωB97M-V/def2-TZVPD.

Values from the calculation:
M in g mol⁻¹: 335.5
Kohn-Sham gap in eV: 8.5
Total charge: 0
Relative energy (zero: lowest compared OMol25 entry of this formula, charge and spin) in kcal/mol: 109.3
HOMO energy in eV: -7.91
E in eV: -28591.856

The geometry in XYZ format:
```
50
C20H25N5 ωB97M-V/def2-TZVPD
C -3.22657 8.13047 0.25266
C -4.11573 9.24779 0.03718
C -4.24370 9.84707 1.23169
N -3.46295 9.21958 2.16454
C -2.89403 8.18606 1.59705
H -2.79532 7.48765 -0.50047
H -4.52770 9.52466 -0.92199
H -4.81520 10.68225 1.60886
H -3.38215 9.55640 3.11330
H -2.16588 7.67114 2.20618
C 5.61268 7.93879 -2.34014
C 6.87214 7.37340 -2.57501
C 6.83850 6.03473 -2.89393
N 5.54564 5.64576 -2.59319
C 4.81326 6.81441 -2.37817
H 5.47235 8.99487 -2.16292
H 7.74541 8.00445 -2.50027
H 7.64159 5.33737 -3.08140
H 5.07148 4.75415 -2.57537
H 3.77720 6.84356 -2.07464
C 2.89485 -9.17160 1.43254
C 3.42859 -10.42777 1.15473
C 4.18077 -10.22404 -0.10507
N 4.23602 -8.94678 -0.32925
C 3.44325 -8.25552 0.55321
H 2.14208 -8.89399 2.15550
H 3.17033 -11.30997 1.72168
H 4.84384 -10.80264 -0.73113
H 4.69678 -8.64386 -1.17543
H 3.31862 -7.21306 0.29996
C -4.90360 -7.35626 0.31145
C -5.96319 -7.41545 1.26573
C -7.01110 -6.71774 0.69832
N -6.61446 -6.02171 -0.37481
C -5.33182 -6.36034 -0.58220
H -3.90129 -7.75750 0.33935
H -6.04897 -7.92541 2.21388
H -8.04190 -6.50032 0.93616
H -7.25065 -5.48895 -0.95060
H -4.75006 -6.01674 -1.42477
C 0.11593 -0.72780 1.11905
C 0.79996 0.42286 1.50699
C 0.31912 1.56100 0.92369
N -0.58326 1.09394 -0.07801
C -0.71306 -0.26973 0.00507
H 0.24683 -1.74214 1.46601
H 1.47139 0.43740 2.35278
H 0.57019 2.58830 1.14284
H -1.14152 1.55645 -0.78125
H -1.38469 -0.76519 -0.68037
```

[3]
Computed, not measured: C20H25N5O3 in the gas phase in a non-equilibrium geometry, with ωB97M-V/def2-TZVPD.

Values from the calculation:
M in g mol⁻¹: 383.5
Kohn-Sham gap in eV: 8.7
Total charge: 0
Relative energy (zero: lowest compared OMol25 entry of this formula, charge and spin) in kcal/mol: 38.3
HOMO energy in eV: -8.51
E in eV: -34739.918

The geometry in XYZ format:
```
53
C20H25N5O3 ωB97M-V/def2-TZVPD
C 1.50324 2.59857 -0.46889
C 1.23742 1.49077 -1.48511
O 0.47778 1.89755 -2.59967
C -0.85867 2.24793 -2.31699
C -1.69470 2.02924 -3.57687
C -3.16518 2.41239 -3.38036
N -3.75148 1.73431 -2.24205
C -3.99119 0.41337 -2.24998
O -3.93757 -0.30300 -3.22462
C -4.30854 -0.13909 -0.84476
N -3.08681 -0.14273 -0.05968
C -2.24066 -1.19844 -0.13442
N -1.09960 -1.30685 0.45206
C -0.75311 -0.24459 1.21825
C -1.54845 0.90465 1.37924
C -0.79393 1.73061 2.23797
N 0.33044 1.14361 2.56015
N 0.37085 -0.05185 1.94418
C 1.49168 -0.88052 2.09634
C 2.53973 -0.45004 2.90077
C 3.64835 -1.25875 3.05202
C 3.73962 -2.49140 2.41855
C 4.95343 -3.34806 2.60174
C 2.68151 -2.91811 1.60875
C 2.74254 -4.24028 0.90856
C 1.56648 -2.10942 1.45352
C -2.77811 1.03087 0.66546
O -3.51376 2.00151 0.59975
H 1.97248 3.44750 -0.95959
H 0.57826 2.93122 -0.00289
H 2.16442 2.22706 0.30944
H 2.18147 1.13958 -1.90884
H 0.74344 0.64018 -0.98707
H -0.92510 3.29837 -1.99470
H -1.23975 1.61665 -1.50032
H -1.26957 2.61969 -4.38790
H -1.63305 0.97676 -3.85639
H -3.72532 2.12614 -4.27440
H -3.26740 3.48610 -3.21775
H -3.77330 2.22017 -1.35237
H -5.03583 0.50031 -0.33906
H -4.69057 -1.15624 -0.93508
H -2.55973 -2.02094 -0.75925
H -1.03964 2.70081 2.61932
H 2.46913 0.50568 3.39340
H 4.46267 -0.92418 3.67807
H 5.43535 -3.54024 1.64368
H 4.68165 -4.31115 3.03264
H 5.67089 -2.86463 3.25943
H 2.84598 -5.05082 1.62913
H 3.60242 -4.28079 0.24099
H 1.84178 -4.40731 0.32470
H 0.74802 -2.43216 0.83086
```

[4]
Computed, not measured: C20H25N5O3 in the gas phase in a non-equilibrium geometry, with ωB97M-V/def2-TZVPD.

Values from the calculation:
M in g mol⁻¹: 383.5
Kohn-Sham gap in eV: 9.3
Total charge: 0
Relative energy (zero: lowest compared OMol25 entry of this formula, charge and spin) in kcal/mol: 0.5
HOMO energy in eV: -8.49
E in eV: -34741.558

The geometry in XYZ format:
```
53
C20H25N5O3 ωB97M-V/def2-TZVPD
C 3.09544 5.29916 -0.07262
C 2.95794 3.78549 0.04988
C 2.65398 3.31616 1.47276
C 1.34855 3.87578 2.04841
N 0.20445 3.62501 1.19629
C -0.41663 2.43209 1.19441
O -0.17140 1.53677 1.97458
C -1.52765 2.28727 0.14336
N -1.43245 0.94746 -0.40928
C -2.49300 0.06671 -0.17938
O -3.54400 0.44072 0.30445
C -2.15046 -1.25555 -0.60464
C -0.90209 -1.57594 -1.11979
N -0.82606 -2.89491 -1.39830
C -2.00214 -3.37344 -1.05290
N -2.84084 -2.44462 -0.56245
C -4.20388 -2.61523 -0.12950
C -5.18259 -2.13520 -1.19699
N 0.06299 -0.63617 -1.31099
C 1.40508 -1.04142 -1.68960
C 2.09962 -1.72887 -0.54075
C 2.75958 -2.93322 -0.73677
C 3.39716 -3.56162 0.31866
C 3.37243 -2.99532 1.58143
C 2.70882 -1.79711 1.78454
C 2.07650 -1.16492 0.72916
C -0.18459 0.66171 -0.94656
O 0.63343 1.54724 -1.10481
H 3.40682 5.56718 -1.07969
H 3.84284 5.67143 0.62562
H 2.15482 5.80549 0.13250
H 2.17977 3.41902 -0.62123
H 3.89572 3.32119 -0.26297
H 3.46877 3.60180 2.14155
H 2.58429 2.22755 1.46751
H 1.42239 4.95336 2.20669
H 1.14645 3.38977 3.00590
H 0.09522 4.22734 0.39687
H -1.43304 3.02916 -0.65237
H -2.50744 2.36320 0.62205
H -2.26741 -4.40794 -1.14509
H -4.35791 -3.67488 0.08879
H -4.34723 -2.02985 0.78207
H -6.20126 -2.32613 -0.87251
H -5.00935 -2.65242 -2.13841
H -5.06330 -1.06588 -1.34984
H 1.32786 -1.71513 -2.54520
H 1.93976 -0.12999 -1.97344
H 2.77061 -3.38230 -1.71902
H 3.90840 -4.49919 0.15561
H 3.86603 -3.48816 2.40622
H 2.67979 -1.35082 2.76732
H 1.55710 -0.23325 0.90141
```

[5]
Computed, not measured: a molecular structure, C20H26AsMoN5O3, with ωB97M-V/def2-TZVPD.

Values from the calculation:
M in g mol⁻¹: 555.3
Kohn-Sham gap in eV: 5.7
Total charge: 0
Relative energy (zero: lowest compared OMol25 entry of this formula, charge and spin) in kcal/mol: 20.0
HOMO energy in eV: -6.23
E in eV: -97448.603

The geometry in XYZ format:
```
56
C20H26AsMoN5O3 ωB97M-V/def2-TZVPD
Mo -0.98642 -0.70577 -0.68317
N 6.30527 0.05396 6.71824
C 5.50506 -0.01935 5.89679
C 4.50337 -0.11115 4.86810
C 4.20058 1.00764 4.09504
C 3.23965 0.91406 3.10401
C 2.57114 -0.28603 2.88413
C 2.87452 -1.39783 3.66260
C 3.84088 -1.31673 4.65027
C 1.52747 -0.37564 1.81869
C 0.21511 -0.37042 2.26055
C -0.22553 -0.19881 3.60548
C -1.59824 -0.18715 3.58130
C -1.97197 -0.36038 2.22850
N -0.90606 -0.47498 1.44714
C 2.00663 -0.42493 0.50599
C 3.36807 -0.43052 0.10719
C 3.38574 -0.44494 -1.27141
C 2.03561 -0.45608 -1.67350
N 1.21178 -0.44546 -0.62826
H 4.71995 1.93871 4.27648
H 2.99510 1.77366 2.49314
H 2.34859 -2.32721 3.48630
H 4.08613 -2.17856 5.25570
H 0.41323 -0.08870 4.46705
H -2.26661 -0.07584 4.41941
H -2.95078 -0.42451 1.77343
H 4.21704 -0.43282 0.77190
H 4.24647 -0.46332 -1.91979
H 1.62832 -0.49121 -2.67441
C -1.78991 1.57494 -4.97651
As -2.44250 0.16626 -3.83235
C -3.02492 -1.21555 -5.02970
C -3.92783 1.00518 -2.97224
O -1.16301 -0.34696 -2.90821
H -2.58263 1.96183 -5.61500
H -0.97052 1.19863 -5.58605
H -1.41379 2.37477 -4.33899
H -3.80886 -0.85575 -5.69312
H -3.38588 -2.05648 -4.44158
H -2.15556 -1.52571 -5.60695
H -4.65234 1.30728 -3.72835
H -3.53674 1.90062 -2.48641
H -4.34292 0.37928 -2.18912
N 0.37382 2.37962 -0.38483
N -0.92440 1.81404 -0.58579
H 0.40736 3.33706 -0.71285
H 1.04470 1.81235 -0.88753
H -1.37547 2.16848 -1.42488
H -1.49948 2.07698 0.20774
C -3.71962 -1.68344 -1.14656
O -3.09012 -0.56034 -0.60511
H -4.81399 -1.58297 -1.10143
H -3.45053 -2.60141 -0.60665
H -3.42977 -1.88076 -2.19581
O -0.86521 -2.34764 -0.67862
```